{"formula": "C38H69NOS2SbSi3SnTe", "method": "ωB97M-V with the def2-TZVPD basis set", "symbols": ["Te", "Sb", "Sn", "S", "S", "Si", "Si", "Si", "O", "N", "C", "C", "C", "C", "C", "C", "C", "C", "C", "C", "C", "C", "C", "C", "C", "C", "C", "C", "C", "C", "C", "C", "C", "C", "C", "C", "C", "C", "C", "C", "C", "C", "C", "C", "C", "C", "C", "C", "H", "H", "H", "H", "H", "H", "H", "H", "H", "H", "H", "H", "H", "H", "H", "H", "H", "H", "H", "H", "H", "H", "H", "H", "H", "H", "H", "H", "H", "H", "H", "H", "H", "H", "H", "H", "H", "H", "H", "H", "H", "H", "H", "H", "H", "H", "H", "H", "H", "H", "H", "H", "H", "H", "H", "H", "H", "H", "H", "H", "H", "H", "H", "H", "H", "H", "H", "H", "H"], "xyz": [[1.320, -3.146, 0.436], [0.560, 4.112, 0.139], [-0.681, -1.157, -0.443], [0.120, 0.040, 1.757], [2.995, -0.150, 2.546], [-3.906, -0.225, -0.089], [-3.256, -2.979, -1.182], [-3.059, -2.217, 2.031], [-2.730, 0.949, -0.293], [2.258, 0.241, 0.089], [-5.034, -3.612, -1.224], [1.789, 0.088, 1.283], [5.612, -0.176, 1.476], [1.298, 3.737, 2.987], [0.183, 7.351, 0.111], [-2.211, -4.544, -1.263], [2.821, -5.217, -1.218], [3.248, -6.487, -1.594], [4.232, -0.061, 1.342], [3.285, 3.580, 1.514], [-1.534, 5.952, -1.009], [3.081, -9.005, -1.581], [-0.226, -6.195, 0.864], [2.912, 3.394, -1.754], [0.658, 3.526, -2.750], [-1.385, 5.985, 1.465], [1.686, -5.082, -0.392], [-4.764, -2.950, 2.406], [2.403, 5.804, 2.145], [1.970, 5.611, -2.331], [-2.984, 2.311, -0.508], [6.390, -0.115, 0.335], [-5.151, 0.371, 1.203], [-0.568, 6.024, 0.174], [1.636, 4.224, -1.799], [5.802, 0.055, -0.923], [3.608, -4.040, -1.726], [4.434, 0.175, -1.056], [-2.849, -2.171, -2.866], [-2.914, -1.781, 0.210], [2.586, -7.638, -1.192], [2.015, 4.375, 1.794], [-2.758, -0.682, 3.120], [-1.883, -3.427, 2.846], [3.634, 0.125, 0.086], [-5.075, -0.099, -1.576], [0.994, -6.233, -0.008], [1.455, -7.485, -0.411], [3.934, 4.089, 0.804], [2.951, -3.265, -2.117], [3.720, 3.906, -1.236], [-2.302, 2.896, 0.111], [-1.826, -0.836, 3.660], [3.157, 5.785, 2.942], [-5.494, 1.360, 0.889], [-2.115, 5.028, -1.009], [-1.878, -4.444, 2.465], [1.959, 3.755, 3.861], [-1.981, 5.074, 1.547], [-2.664, -5.379, -0.725], [0.906, -8.365, -0.089], [-3.616, -2.405, -3.609], [-6.032, -0.563, -1.332], [-1.191, -4.426, -0.902], [-4.813, 0.443, 2.229], [1.557, 6.379, 2.520], [7.464, -0.213, 0.416], [-1.022, 6.022, -1.968], [-5.124, -4.408, -1.967], [6.064, -0.323, 2.447], [1.026, 2.699, 2.793], [2.834, 6.339, 1.296], [-2.802, 2.568, -1.557], [3.845, 3.465, 2.449], [0.383, 4.272, 3.252], [-0.554, -5.177, 1.033], [-2.157, -4.816, -2.319], [-5.756, -2.836, -1.473], [-0.544, 8.163, -0.019], [6.430, 0.088, -1.803], [-3.548, -0.541, 3.862], [2.320, -9.563, -2.130], [-6.025, -0.282, 1.178], [0.457, 2.501, -2.432], [4.126, -6.574, -2.226], [4.294, -4.360, -2.511], [-0.018, -6.654, 1.835], [3.966, 0.296, -2.022], [-4.011, 2.592, -0.259], [-0.299, 4.044, -2.822], [0.732, 7.559, 1.026], [3.249, 3.210, -2.782], [-2.075, 6.837, 1.495], [2.755, 2.424, -1.284], [-2.732, -1.090, -2.833], [-1.041, -6.757, 0.402], [0.882, 7.408, -0.719], [3.967, -8.937, -2.211], [4.188, -3.570, -0.929], [-5.268, 0.968, -1.715], [-0.857, -3.060, 2.832], [-5.315, -4.025, -0.256], [-0.751, 6.047, 2.350], [3.084, 2.579, 1.135], [3.343, -9.593, -0.699], [-2.227, -3.458, 3.884], [2.637, 6.154, -1.659], [-1.903, -2.575, -3.233], [1.086, 6.223, -2.503], [2.485, 5.511, -3.294], [-5.581, -2.249, 2.250], [-2.653, 0.247, 2.563], [-4.816, -3.310, 3.435], [-4.739, -0.501, -2.524], [1.091, 3.486, -3.757], [-4.937, -3.804, 1.750], [-2.242, 6.789, -0.956]], "forces_ev_per_a": [[0.07, -0.27, 0.53], [0.10, -0.03, 0.07], [-0.10, 0.39, -0.25], [-0.09, -0.11, -0.15], [-0.02, 0.03, -0.03], [0.13, 0.00, -0.07], [0.04, -0.09, -0.12], [-0.01, 0.12, 0.02], [-0.10, -0.22, 0.13], [0.01, 0.05, -0.07], [0.03, 0.08, -0.03], [-0.21, 0.01, 0.23], [-0.02, 0.02, -0.03], [0.01, 0.00, 0.02], [-0.02, 0.00, -0.01], [-0.14, 0.00, 0.18], [-0.11, -0.11, -0.07], [0.00, 0.02, -0.04], [0.07, -0.03, -0.02], [0.01, 0.02, 0.01], [-0.04, 0.02, 0.02], [-0.01, -0.01, -0.02], [-0.05, -0.14, 0.10], [0.00, -0.04, 0.00], [0.01, 0.01, -0.03], [-0.03, 0.01, -0.02], [0.26, 0.27, -0.29], [0.04, 0.04, -0.07], [0.01, 0.01, 0.00], [0.05, 0.00, 0.01], [0.06, 0.14, -0.07], [0.00, 0.00, -0.03], [0.08, -0.08, 0.01], [0.05, -0.04, -0.01], [-0.09, 0.06, 0.04], [0.05, 0.00, 0.02], [0.01, 0.04, 0.03], [-0.02, 0.00, 0.04], [0.02, -0.02, 0.14], [0.03, 0.16, 0.12], [0.01, 0.00, 0.01], [-0.03, 0.04, -0.08], [-0.10, -0.11, -0.05], [0.07, -0.02, -0.22], [0.10, 0.00, -0.05], [0.07, -0.08, 0.04], [-0.02, -0.06, 0.07], [-0.06, -0.03, -0.02], [0.02, 0.02, -0.02], [-0.02, 0.02, -0.02], [0.03, 0.01, 0.02], [-0.01, 0.02, -0.01], [0.07, 0.00, 0.05], [0.03, 0.00, 0.03], [-0.03, 0.05, -0.02], [-0.03, -0.05, 0.01], [-0.10, -0.11, -0.07], [0.02, 0.01, 0.03], [-0.02, -0.04, -0.01], [0.01, 0.01, 0.06], [-0.01, -0.02, 0.00], [-0.06, -0.04, -0.02], [-0.05, -0.02, 0.02], [0.06, 0.09, -0.04], [0.06, 0.01, 0.10], [-0.04, 0.02, 0.00], [0.04, 0.00, 0.00], [0.04, 0.02, -0.04], [0.00, -0.03, -0.06], [0.01, -0.01, 0.04], [0.01, -0.04, -0.01], [0.01, 0.01, -0.03], [0.00, 0.03, 0.00], [0.03, -0.01, 0.03], [-0.03, 0.02, 0.00], [-0.01, 0.02, 0.06], [-0.01, -0.11, -0.04], [-0.06, 0.08, -0.03], [-0.03, 0.03, 0.01], [0.02, 0.00, -0.02], [-0.08, -0.03, 0.00], [-0.01, 0.00, -0.01], [-0.05, -0.04, 0.00], [0.01, -0.03, 0.01], [0.02, -0.01, 0.00], [0.03, 0.00, -0.02], [0.01, 0.05, 0.02], [-0.03, 0.01, -0.05], [-0.05, 0.02, 0.01], [-0.03, 0.03, -0.01], [0.04, -0.01, 0.04], [0.02, -0.01, -0.03], [-0.03, 0.03, 0.00], [-0.01, -0.05, 0.03], [-0.01, 0.08, 0.00], [0.01, 0.00, 0.03], [0.03, -0.01, -0.06], [0.02, 0.00, -0.02], [0.00, 0.02, 0.04], [-0.02, 0.05, -0.01], [0.06, 0.00, -0.01], [-0.02, -0.07, 0.01], [0.04, 0.01, 0.04], [-0.03, -0.09, -0.04], [0.00, -0.01, 0.01], [0.05, -0.04, 0.08], [0.01, 0.02, 0.02], [0.03, -0.03, -0.02], [-0.05, 0.02, 0.01], [0.02, 0.00, -0.03], [-0.07, 0.07, -0.03], [0.02, 0.07, -0.05], [0.01, 0.01, 0.10], [0.07, -0.04, -0.10], [0.01, 0.00, -0.03], [-0.01, -0.08, 0.05], [-0.03, 0.02, 0.00]], "e_above_lowest_kcal_mol": 3.04, "charge": -1, "e_tot_ev": -109035.644}